(1)
A cluster of 6 separate species, C27H37NO21P2 in total. Source: OMol25; level of theory: ωB97M-V/def2-TZVPD.

## Properties
energy above the lowest of the compared OMol25 structures with the same formula, charge and spin = 5.1218 eV
2S+1 = 1
SMILES = O=C1C=C(O)C(=O)C=C1O.O=C1C=C(O)C(=O)C=C1O.O=C1C=C(O)C(=O)C=C1O.COP(=O)(OC)OC.COP(=O)(OC)OC.CN(C)C=O
HOMO = -9.2 eV
LUMO level = -1.96 eV

Atoms and positions in Å:
O  -3.867  0.857  7.531
C  -2.697  0.511  7.707
C  -2.084  0.168  9.018
C  -0.792  -0.114  9.206
O  -0.420  -0.482  10.477
C  0.239  -0.060  8.102
O  1.443  -0.080  8.256
C  -0.367  0.170  6.789
C  -1.696  0.326  6.598
O  -2.142  0.520  5.328
H  -2.813  0.102  9.812
H  0.395  -0.953  10.289
H  0.334  0.308  5.979
H  -3.089  0.361  5.349
O  2.661  -5.869  2.640
C  3.461  -6.755  2.828
C  4.308  -6.893  3.971
C  5.322  -7.862  4.074
O  6.192  -7.793  5.088
C  5.532  -8.916  3.042
O  6.484  -9.719  2.961
C  4.544  -8.863  1.903
C  3.507  -7.978  1.932
O  2.353  -7.977  1.134
H  4.225  -6.141  4.741
H  6.810  -8.516  4.954
H  4.339  -9.600  1.141
H  1.995  -7.086  1.139
O  -0.410  -1.733  -2.556
C  0.102  -1.146  -3.495
C  -0.062  -1.517  -4.978
C  0.572  -0.876  -5.975
O  0.310  -1.143  -7.282
C  1.673  0.191  -5.724
O  2.242  0.864  -6.613
C  1.823  0.420  -4.324
C  1.082  -0.051  -3.282
O  1.280  0.322  -1.960
H  -0.727  -2.314  -5.278
H  0.847  -0.598  -7.861
H  2.591  1.107  -4.002
H  0.836  -0.331  -1.414
C  0.384  8.413  -4.428
O  -0.713  9.204  -4.068
P  -0.928  9.784  -2.547
O  0.312  10.211  -1.845
O  -2.094  10.883  -2.741
C  -2.138  11.873  -1.666
O  -1.760  8.538  -1.897
C  -1.068  7.383  -1.208
H  1.196  8.923  -4.946
H  0.026  7.681  -5.152
H  0.890  7.915  -3.601
H  -3.208  12.039  -1.540
H  -1.559  12.774  -1.872
H  -1.746  11.527  -0.709
H  -0.064  7.568  -0.824
H  -1.264  6.591  -1.931
H  -1.713  7.027  -0.405
C  -7.039  -6.282  -0.954
O  -7.326  -7.579  -0.491
P  -8.764  -8.389  -0.880
O  -10.097  -7.732  -0.477
O  -8.511  -8.880  -2.380
C  -7.242  -9.098  -2.890
O  -8.390  -9.745  -0.044
C  -8.669  -9.880  1.335
H  -6.551  -6.143  -1.918
H  -6.212  -5.913  -0.348
H  -7.919  -5.653  -0.824
H  -7.107  -8.252  -3.565
H  -7.314  -9.992  -3.509
H  -6.315  -9.210  -2.327
H  -8.730  -10.911  1.681
H  -9.487  -9.273  1.725
H  -7.674  -9.629  1.700
C  7.853  8.961  -3.846
N  7.775  8.106  -2.648
C  7.714  8.753  -1.389
C  7.455  6.762  -2.758
O  7.293  6.094  -1.814
H  8.090  8.393  -4.746
H  8.575  9.762  -3.686
H  7.036  9.665  -4.006
H  8.609  9.362  -1.264
H  6.726  9.148  -1.150
H  7.843  7.997  -0.615
H  7.486  6.360  -3.782

---

(2)
A structure of composition C27H38As2BF5FeN6. Source: OMol25; level of theory: ωB97M-V/def2-TZVPD.

## Properties
energy above the lowest of the compared OMol25 structures with the same formula, charge and spin = 0.0581 eV
2S+1 = 1
HOMO (alpha / beta) = -8.3 / -8.4 eV
LUMO level (alpha / beta) = 0.58 / 0.58 eV

Atoms and positions in Å:
Fe  -0.590  -0.020  0.400
C  2.122  -1.773  1.993
C  2.308  -0.378  1.514
C  3.478  0.392  1.566
C  3.126  1.628  1.060
C  3.951  2.863  0.917
N  1.829  1.565  0.717
N  1.323  0.335  0.984
B  0.867  2.677  0.312
N  -0.293  2.708  1.323
N  -1.177  1.674  1.446
C  -2.091  2.055  2.340
C  -3.309  1.270  2.706
C  -1.767  3.331  2.828
C  -0.625  3.707  2.159
C  0.147  4.981  2.271
N  0.279  2.370  -1.071
N  -0.473  1.255  -1.215
C  -1.097  1.356  -2.388
C  -2.110  0.359  -2.845
C  -0.706  2.542  -3.026
C  0.158  3.163  -2.149
C  0.873  4.468  -2.286
H  3.089  -2.214  2.234
H  1.502  -1.793  2.886
H  1.640  -2.386  1.238
H  4.439  0.091  1.948
H  4.962  2.667  1.269
H  4.006  3.194  -0.122
H  3.536  3.687  1.499
H  1.427  3.736  0.291
H  -3.643  0.645  1.886
H  -3.117  0.623  3.560
H  -4.108  1.961  2.972
H  -2.320  3.908  3.550
H  -0.312  5.614  3.028
H  1.182  4.795  2.561
H  0.160  5.528  1.328
H  -2.529  -0.179  -1.995
H  -2.926  0.870  -3.355
H  -1.679  -0.360  -3.544
H  -1.029  2.903  -3.988
H  0.701  4.874  -3.281
H  0.519  5.192  -1.551
H  1.947  4.347  -2.141
C  4.553  -1.413  -2.399
As  2.803  -0.667  -1.917
C  3.095  1.121  -2.665
C  1.758  -1.361  -3.431
C  2.269  -1.347  -4.727
C  1.534  -1.831  -5.798
C  0.266  -2.344  -5.578
C  -0.256  -2.371  -4.292
C  0.475  -1.882  -3.209
As  -0.235  -2.038  -1.378
C  -1.958  -2.880  -1.773
C  0.793  -3.644  -0.936
H  4.909  -1.051  -3.362
H  4.497  -2.501  -2.419
H  5.263  -1.117  -1.627
H  3.548  1.050  -3.654
H  3.751  1.687  -2.004
H  2.135  1.630  -2.741
H  3.260  -0.947  -4.907
H  1.950  -1.810  -6.797
H  -0.318  -2.731  -6.403
H  -1.241  -2.789  -4.145
H  -1.813  -3.913  -2.087
H  -2.489  -2.335  -2.548
H  -2.557  -2.858  -0.869
H  0.635  -4.370  -1.732
H  0.479  -4.068  0.015
H  1.850  -3.388  -0.890
F  -2.549  -1.184  1.197
C  -1.230  -1.400  1.773
F  -1.294  -0.910  3.068
C  -1.307  -2.926  2.047
F  -2.274  -3.224  2.924
F  -0.157  -3.416  2.534
F  -1.583  -3.626  0.926

---

(3)
A cluster of 7 separate species, C27H38BN6O2 in total. Source: OMol25; level of theory: ωB97M-V/def2-TZVPD.

## Properties
2S+1 = 1
charge = -1
HOMO = -4.9 eV
LUMO level = 1.96 eV

Atoms and positions in Å:
C  0.484  -0.155  -0.751
C  -0.916  0.100  -0.217
C  -2.029  -0.078  -1.296
O  -2.907  -1.039  -0.800
B  -2.078  -1.906  0.082
O  -1.216  -0.868  0.769
H  0.592  -1.226  -0.944
H  1.234  0.131  -0.007
H  0.701  0.374  -1.683
H  -0.955  1.089  0.259
H  -1.564  -0.404  -2.241
H  -2.584  0.859  -1.449
H  -2.724  -2.521  0.917
H  -1.358  -2.668  -0.615
N  -2.263  -0.054  3.078
C  -1.534  -0.405  4.169
C  -2.237  -0.045  5.300
C  -3.450  0.549  4.856
C  -3.425  0.521  3.479
H  -1.946  -0.225  2.100
H  -0.580  -0.892  4.052
H  -1.922  -0.204  6.319
H  -4.248  0.936  5.469
H  -4.151  0.853  2.755
N  0.846  3.075  -3.919
C  0.743  2.978  -5.282
C  -0.515  2.519  -5.571
C  -1.191  2.328  -4.330
C  -0.326  2.683  -3.333
H  1.663  3.370  -3.422
H  1.567  3.235  -5.925
H  -0.905  2.332  -6.558
H  -2.193  1.960  -4.185
H  -0.446  2.678  -2.263
N  3.395  5.240  -2.214
C  4.425  6.078  -1.879
C  4.523  6.094  -0.515
C  3.513  5.233  -0.005
C  2.833  4.722  -1.076
H  3.103  5.049  -3.153
H  4.997  6.586  -2.636
H  5.240  6.659  0.056
H  3.310  5.011  1.029
H  2.003  4.036  -1.114
N  0.604  -0.650  -4.832
C  1.748  -0.856  -4.120
C  2.083  -2.179  -4.226
C  1.093  -2.798  -5.038
C  0.193  -1.827  -5.391
H  0.128  0.234  -4.904
H  2.216  -0.045  -3.589
H  2.929  -2.654  -3.757
H  1.036  -3.838  -5.312
H  -0.708  -1.879  -5.976
N  3.100  -2.565  1.520
C  2.243  -1.618  2.002
C  2.952  -0.806  2.847
C  4.292  -1.286  2.872
C  4.351  -2.374  2.041
H  2.840  -3.288  0.875
H  1.208  -1.602  1.693
H  2.554  0.040  3.383
H  5.117  -0.879  3.433
H  5.170  -3.020  1.777
N  -3.467  -3.109  4.681
C  -4.347  -3.426  5.673
C  -4.861  -4.670  5.402
C  -4.265  -5.110  4.187
C  -3.413  -4.118  3.769
H  -2.941  -2.246  4.635
H  -4.532  -2.744  6.485
H  -5.586  -5.197  6.000
H  -4.451  -6.038  3.671
H  -2.795  -4.036  2.891